[1]
This record from the OMol25 dataset describes a 2-piece molecular cluster, C8H9P overall in a non-equilibrium geometry. The level of theory is ωB97M-V/def2-TZVPD.

Electronic energy (eV): -17724.955
Spin multiplicity: 1
M (g/mol): 136.13
Charge: 0
Energy relative to the best compared isomer or geometry (same formula, charge and spin) (kJ/mol): 369.4
Orbital gap (alpha / beta) (eV): 7.90 / 7.74

XYZ file:
```
18
C8H9P ωB97M-V/def2-TZVPD
C -2.59077 -1.63363 -0.14231
C -2.10028 -1.05582 -1.27794
C -1.86955 -1.48632 1.02763
C -0.69747 -0.88162 -1.32221
C -0.62228 -0.86313 1.01837
C 0.12194 -0.77800 -0.19771
C 1.53285 -0.45606 -0.24599
C 2.04664 1.38654 1.45097
P 2.92342 -0.97790 -0.96193
H -3.52786 -2.09239 -0.14533
H -2.60161 -1.24697 -2.14529
H -2.23015 -1.65735 1.99714
H -0.27172 -0.76537 -2.29756
H -0.22418 -0.67767 2.04159
H 3.06242 1.58465 0.84211
H 1.43439 2.29683 1.40126
H 2.13193 0.90478 2.36049
H 3.66746 -0.01935 -0.31746
```



[2]
This record from the OMol25 dataset describes C37H29N3O2OsPS2 as an isolated structure in a non-equilibrium geometry. The level of theory is ωB97M-V/def2-TZVPD.

Electronic energy (eV): -80823.996
Spin multiplicity: 1
M (g/mol): 833.00
Charge: +1
Energy relative to the best compared isomer or geometry (same formula, charge and spin) (kJ/mol): 273.0
Orbital gap (alpha / beta) (eV): 4.96 / 4.94

XYZ file:
```
75
C37H29N3O2OsPS2 ωB97M-V/def2-TZVPD
Os 0.20685 -0.05469 -0.22216
C -1.96176 4.06189 3.42483
S -2.70223 0.84046 2.88899
C -1.21840 0.92287 1.85616
S 0.07930 -0.29974 2.06981
N 0.17271 2.87780 0.93900
N 0.48726 2.08128 -0.00542
C 1.08842 2.63748 -1.08541
C 1.53705 1.79038 -2.09392
C 2.22763 2.29423 -3.22600
C 2.76116 1.43751 -4.13210
C 2.62561 0.04484 -3.94011
C 1.91517 -0.39314 -2.87202
N 1.33078 0.43969 -1.95611
H -2.80223 4.75587 3.46461
H -1.04350 4.64145 3.52936
H -2.03306 3.38050 4.27524
H 1.22348 3.70654 -1.09905
H 2.33589 3.36521 -3.32820
H 3.29910 1.82200 -4.98953
H 3.06092 -0.67204 -4.62089
H 1.77513 -1.44656 -2.71599
O -3.20280 -1.50306 0.01895
C -2.13151 -2.03166 -0.00384
O -1.13610 -1.65578 -0.86554
C -1.70288 -3.17642 0.82808
C -2.60294 -3.91488 1.57716
C -2.13498 -4.99929 2.30212
C -0.78326 -5.32526 2.27416
C 0.11748 -4.56163 1.54137
C -0.35070 -3.47459 0.81700
P 0.67359 -2.42580 -0.25155
C 2.31568 -2.54213 0.55183
C 3.48378 -2.46775 -0.21316
C 4.73107 -2.37709 0.38836
C 4.83225 -2.34886 1.77111
C 3.68165 -2.41171 2.54684
C 2.43570 -2.50091 1.94584
C 0.84383 -3.35698 -1.80741
C 0.09517 -3.07132 -2.95199
C 0.22588 -3.85712 -4.08596
C 1.08752 -4.94550 -4.08970
C 1.81785 -5.25018 -2.95124
C 1.69998 -4.45970 -1.81671
H -3.64986 -3.64111 1.57441
H -2.82148 -5.59694 2.88703
H -0.42586 -6.18032 2.83301
H 1.16871 -4.81761 1.54542
H 3.43060 -2.48750 -1.29491
H 5.62128 -2.33050 -0.22536
H 5.80359 -2.27633 2.24266
H 3.75436 -2.39206 3.62642
H 1.55621 -2.55405 2.57429
H -0.58790 -2.23544 -2.96013
H -0.35448 -3.62156 -4.96848
H 1.18351 -5.55974 -4.97589
H 2.47992 -6.10589 -2.94051
H 2.27270 -4.71743 -0.93597
C -4.88342 2.26700 -1.39146
C -4.01176 1.50163 -2.16202
C -2.88586 0.97843 -1.56680
C -2.63070 1.22095 -0.21047
C -1.49411 0.67257 0.44362
C -0.69603 2.37953 1.99032
C -1.95117 3.28772 2.11266
C -3.18427 2.35421 1.99760
C -3.50884 2.01660 0.56358
C -4.63598 2.53443 -0.05039
H -5.78042 2.66686 -1.84928
H -4.22222 1.32052 -3.20656
H -2.19813 0.36038 -2.12728
H -0.12779 2.41782 2.92471
H -1.94723 3.99621 1.28339
H -4.05073 2.79763 2.48612
H -5.32910 3.14236 0.51754
```



[3]
This record from the OMol25 dataset describes C19H12F6MgN6O11S3 as an isolated structure in a non-equilibrium geometry. The level of theory is ωB97M-V/def2-TZVPD.

Electronic energy (eV): -105621.168
Spin multiplicity: 1
M (g/mol): 734.83
Charge: -2
Energy relative to the best compared isomer or geometry (same formula, charge and spin) (kJ/mol): 341.6
Orbital gap (eV): 7.83

XYZ file:
```
58
C19H12F6MgN6O11S3 ωB97M-V/def2-TZVPD
Mg -0.01367 -0.94227 -0.84430
O 4.94043 -2.24717 1.72380
C 3.71903 -2.37017 1.12680
C 2.54493 -2.14787 1.83960
C 1.34683 -2.17477 1.15100
N 1.29723 -2.37177 -0.15410
C 2.39973 -2.65767 -0.82490
C 3.64183 -2.72517 -0.21650
C 2.15203 -2.72587 -2.33650
O 2.89923 -3.37577 -3.05290
O 1.13783 -2.03087 -2.65130
C -0.05537 -1.99517 1.71330
O -0.27357 -2.23167 2.90050
O -0.89607 -1.66567 0.83190
H 4.82513 -1.73617 2.53500
H 2.56123 -1.89477 2.88850
H 4.52793 -2.95727 -0.78580
N -3.67727 1.78583 5.13480
C -2.55747 1.82033 4.28890
C -2.30447 2.92853 3.48160
C -1.20287 2.94833 2.64180
C -0.34257 1.86483 2.60540
C -0.54997 0.79083 3.45040
C -1.64507 0.76853 4.29150
S 0.91293 1.67343 1.31590
O 1.32883 2.98823 0.89840
O 1.96163 0.85103 1.87190
N 0.09053 0.78943 0.23290
C -1.03027 1.25983 -0.25810
N -1.79007 0.33353 -0.89620
C -2.86807 0.75203 -1.51110
C -3.25027 2.09103 -1.51700
C -2.47857 2.93823 -0.74000
N -1.40467 2.53883 -0.09530
H -4.46117 2.32213 4.78960
H -3.95477 0.84563 5.38030
H -2.99007 3.76603 3.50130
H -1.00317 3.78803 1.99730
H 0.13703 -0.03717 3.42060
H -1.81507 -0.09367 4.91860
H -3.46667 0.00213 -2.01040
H -4.11597 2.42913 -2.06150
H -2.73577 3.98543 -0.59810
F 2.04473 1.20103 -4.89310
C 2.53153 0.40473 -3.92510
F 3.72463 0.95273 -3.58010
F 2.83073 -0.75447 -4.48330
S 1.46573 0.65103 -2.36270
O 2.17023 -0.02027 -1.31970
O 1.49763 2.07903 -2.34310
N -0.00067 0.19123 -2.62440
S -0.60257 -0.67707 -3.76440
O 0.24373 -0.87977 -4.89740
O -1.89257 -0.12407 -4.09560
C -1.20157 -2.38917 -3.13230
F -0.63407 -3.45997 -3.67480
F -2.50417 -2.50157 -3.48330
F -1.21497 -2.55377 -1.79830
```



[4]
This record from the OMol25 dataset describes one molecule with the formula C4H8N2O. The level of theory is ωB97M-V/def2-TZVPD.

SMILES string: NC(=O)CN1CC1
Electronic energy (eV): -9304.777
Spin multiplicity: 1
M (g/mol): 100.12
Charge: 0
Energy relative to the best compared isomer or geometry (same formula, charge and spin) (kJ/mol): 155.9
Orbital gap (eV): 10.54

XYZ file:
```
15
C4H8N2O ωB97M-V/def2-TZVPD
N 1.81132 -0.03497 -1.42414
C 1.74097 -0.63962 -0.20923
O 2.60292 -1.37731 0.23365
C 0.48162 -0.34752 0.60048
N -0.41847 0.59461 -0.04157
C -1.69327 0.80075 0.61819
C -1.61691 0.04654 -0.65583
H 2.69310 -0.07995 -1.91107
H 1.15379 0.69453 -1.65138
H 0.00679 -1.31560 0.83194
H 0.82086 0.07416 1.55276
H -1.88900 0.22687 1.52432
H -2.05502 1.82578 0.63658
H -1.76098 -1.03292 -0.60930
H -1.92640 0.51193 -1.58857
```



[5]
This record from the OMol25 dataset describes C9H23N5O6Zn as an isolated structure in a non-equilibrium geometry. The level of theory is ωB97M-V/def2-TZVPD.

Electronic energy (eV): -77850.270
Spin multiplicity: 1
M (g/mol): 362.70
Charge: 0
Energy relative to the best compared isomer or geometry (same formula, charge and spin) (kJ/mol): 44.7
Orbital gap (alpha / beta) (eV): 5.62 / 6.70

XYZ file:
```
44
C9H23N5O6Zn ωB97M-V/def2-TZVPD
O -2.57317 2.46718 -0.63453
H -2.83145 3.27952 -1.21798
Zn -0.12655 -0.01553 -0.16955
N -1.03995 1.24682 1.15010
N 1.06773 1.65172 -0.12008
N -1.06195 -1.80159 0.05525
N 1.21204 -1.31570 -0.95260
O -1.91136 0.77378 1.90619
O -2.21259 -1.98948 0.77199
O 2.47409 -0.90601 -1.28189
O 2.23699 1.75804 -0.65549
C 0.52496 2.78603 0.40390
C -0.66428 2.54890 1.14645
C -0.45804 -2.86845 -0.44805
C 0.86502 -2.58988 -1.02997
C -1.40217 3.54627 1.94901
H -2.42957 3.61197 1.57461
H -0.89027 4.50117 1.83708
H -1.39794 3.25230 3.00703
C 1.18874 4.10388 0.23589
H 1.22561 4.37654 -0.83190
H 2.21812 4.01253 0.60804
H 0.63264 4.86882 0.79805
C -1.00913 -4.24811 -0.28501
C 1.73752 -3.63635 -1.61093
H -2.07522 -4.24498 -0.02739
H -0.48714 -4.77085 0.53238
H -0.86833 -4.84987 -1.19085
H 2.75756 -3.27666 -1.76101
H 1.34355 -3.95231 -2.58177
H 1.75596 -4.51463 -0.96401
H -2.47607 -1.05668 1.04692
H 2.43654 0.10135 -1.19552
C -0.94340 0.59132 -1.90283
H -1.75573 1.31068 -1.64159
H -1.26201 -0.34847 -2.43402
H -0.12250 1.08918 -2.45267
O -4.24751 0.61593 0.14417
H -3.84105 1.52049 0.04545
H -3.85467 0.17130 -0.63983
N 0.97189 -0.59987 1.80163
H 1.33590 0.23952 2.25514
H 1.74054 -1.22988 1.60728
H 0.32593 -1.06056 2.44512
```



[6]
This record from the OMol25 dataset describes a 2-piece molecular cluster, C11H23BFN2O7S overall in a non-equilibrium geometry. The level of theory is ωB97M-V/def2-TZVPD.

Electronic energy (eV): -43317.302
Spin multiplicity: 1
M (g/mol): 357.19
Charge: +1
Energy relative to the best compared isomer or geometry (same formula, charge and spin) (kJ/mol): 0.0
Orbital gap (eV): 8.67

XYZ file:
```
46
C11H23BFN2O7S ωB97M-V/def2-TZVPD
O 2.90714 1.43986 0.75158
C 3.03542 0.24895 0.94428
O 4.03099 -0.27866 1.67490
C 2.04220 -0.73629 0.39308
C 1.00550 -1.03277 1.48013
C 0.06454 -2.19941 1.16276
N -1.27171 -1.77050 0.60025
C -1.15511 -0.94341 -0.65624
C -1.14382 0.56242 -0.43810
N -2.07718 1.09519 0.57531
C -2.90920 0.08821 1.26723
B -4.31133 -0.17507 0.50646
O -4.31585 -0.79021 -0.70629
O -5.49274 0.24535 1.04164
C -2.15190 -1.18451 1.64812
S -3.20960 -2.50541 2.28849
O -2.34087 -3.29706 3.08494
O -3.84101 -3.17133 1.20711
F -4.20170 -1.76226 3.16677
H 4.35649 0.43295 2.24492
H 2.50599 -1.67119 0.07932
H 1.60857 -0.28619 -0.49232
H 0.40197 -0.15538 1.71848
H 1.54853 -1.25566 2.39527
H -0.08860 -2.83339 2.02931
H 0.53433 -2.80772 0.39365
H -1.71330 -2.65233 0.31764
H -1.96629 -1.24971 -1.31030
H -0.24493 -1.25408 -1.15696
H -0.13653 0.85788 -0.15215
H -1.33360 1.03097 -1.39909
H -2.72877 1.66767 0.05547
H -3.18846 0.52642 2.22874
H -5.23307 -0.98728 -0.93651
H -5.33063 0.85599 1.76589
H -1.51664 -0.93333 2.49394
C 4.60997 3.39556 -3.73860
C 3.26266 2.87487 -3.30578
O 2.23947 3.23112 -3.84045
C 3.24140 1.88301 -2.16694
H 4.47904 4.09575 -4.55972
H 5.09723 3.90936 -2.90861
H 5.24037 2.57031 -4.07331
H 3.66842 2.33022 -1.27313
H 3.81148 0.99154 -2.43965
H 2.21112 1.59959 -1.96155
```



[7]
This record from the OMol25 dataset describes C25H34B2Cl2F4N7O4Ti as an isolated structure in a non-equilibrium geometry. The level of theory is ωB97M-V/def2-TZVPD.

Electronic energy (eV): -105481.596
Spin multiplicity: 3
M (g/mol): 712.98
Charge: +1
Energy relative to the best compared isomer or geometry (same formula, charge and spin) (kJ/mol): 44.9
Orbital gap (alpha / beta) (eV): 7.25 / 6.35

XYZ file:
```
79
C25H34B2Cl2F4N7O4Ti ωB97M-V/def2-TZVPD
Ti -0.25539 0.16318 -0.11795
C 0.58411 4.10041 -2.02798
C 0.38493 2.91357 -1.15333
N 0.07926 1.74221 -1.59630
O 0.00694 1.64609 -2.92647
B -0.47070 0.41418 -3.68947
F 0.42300 0.29988 -4.72833
F -1.76502 0.60032 -4.09912
O -0.47372 -0.83101 -2.83850
N 0.42500 -0.83568 -1.82156
C 1.66729 -1.06680 -2.02584
C 2.26362 -1.51328 -3.30721
C 2.48262 -0.82164 -0.80242
N 1.80610 -0.31869 0.16959
O 2.49558 -0.13840 1.31619
B 2.48095 1.25774 1.88952
F 3.10286 2.09679 0.96442
F 3.09111 1.17548 3.10359
O 1.07443 1.74648 2.13847
N 0.43425 1.87137 0.93050
C 0.65142 2.97222 0.30130
C 1.20332 4.20611 0.91636
C 3.93041 -1.12635 -0.71072
H 0.13473 3.93581 -3.00176
H 1.65260 4.28027 -2.17094
H 0.16305 4.99230 -1.56451
H 1.48571 -1.83301 -3.99293
H 2.96927 -2.32221 -3.11661
H 2.80747 -0.69002 -3.77564
H 1.35123 4.06873 1.98109
H 0.51251 5.03236 0.73304
H 2.15792 4.46264 0.45664
H 4.38702 -1.18999 -1.69473
H 4.06246 -2.08215 -0.19636
H 4.42420 -0.36638 -0.10845
C -2.55932 2.79503 -0.80198
N -2.49317 1.43299 -0.25188
C -3.10794 1.48439 1.09218
C -3.14520 0.46823 -1.11377
C -4.00424 0.82252 -2.13637
C -4.54200 -0.15177 -2.96501
C -4.20554 -1.48418 -2.78405
C -3.37328 -1.85610 -1.74799
C -2.85329 -0.89247 -0.87655
N -1.97923 -1.11317 0.18369
C -2.10295 -2.14074 1.07151
C -2.97110 -3.25662 0.92646
C -3.19408 -4.12863 1.96011
C -2.59670 -3.91219 3.20164
C -1.72811 -2.84714 3.36227
C -1.43257 -1.99138 2.31322
N -0.49680 -0.90656 2.48757
C -1.04391 0.02777 3.50709
C 0.76289 -1.45208 3.05367
H -2.18652 2.82279 -1.82269
H -3.58654 3.16930 -0.78515
H -1.96823 3.45413 -0.16677
H -4.07689 1.99013 1.04818
H -3.25990 0.48230 1.47810
H -2.44669 2.03419 1.76049
H -4.24448 1.85764 -2.32156
H -5.19254 0.13908 -3.77796
H -4.56707 -2.23532 -3.47235
H -3.04066 -2.88040 -1.70551
H -3.48459 -3.45040 0.00540
H -3.85624 -4.97039 1.81136
H -2.81465 -4.56456 4.03638
H -1.26929 -2.68299 4.32673
H -1.02429 -0.43542 4.49806
H -0.43211 0.92307 3.52825
H -2.07368 0.28028 3.27585
H 1.42816 -0.63359 3.29185
H 0.56706 -2.00498 3.97546
H 1.24103 -2.10503 2.33501
Cl 0.87383 -3.83313 0.13895
C 1.80119 -4.83664 1.28231
Cl 3.26147 -4.02254 1.84756
H 2.09023 -5.74224 0.76414
H 1.16374 -5.04868 2.13233
```